Model A:
DFT (ωB97M-V/def2-TZVPD) results for a cluster of 2 separate species, C4H12 in total.

Atoms and positions in Å:
C -0.6040 0.5860 -1.9505
C 0.8299 1.0469 -1.6349
H -0.7601 -0.4292 -1.5966
H -1.2960 1.2407 -1.4187
H -0.7945 0.6950 -3.0155
H 1.1214 0.8355 -0.6079
H 0.9607 2.0891 -1.9211
H 1.5475 0.4548 -2.2160
C 0.4493 -1.2235 1.5265
C -0.6992 -0.4124 2.0907
H 0.8451 -1.9288 2.2650
H 0.1968 -1.7925 0.6390
H 1.3037 -0.5734 1.3165
H -1.5534 -1.0582 2.2925
H -1.1106 0.2369 1.3086
H -0.4365 0.2330 2.9227

Results
* spin multiplicity: 1
* SMILES: CC.CC

---

Model B:
DFT (ωB97M-V/def2-TZVPD) results for a cluster of 2 separate species, C4H12 in total.

Atoms and positions in Å:
C 1.1971 1.2249 0.5685
C 2.1358 1.7613 1.6810
H 0.8576 2.1186 0.0357
H 1.5841 0.4286 -0.0701
H 0.3656 0.7042 1.0559
H 2.7666 2.5561 1.2514
H 1.4989 2.1053 2.4800
H 2.8185 0.9480 1.9293
C -2.3657 -1.3492 -0.8365
C -0.9861 -1.6186 -1.4912
H -3.1642 -1.2083 -1.5512
H -2.6004 -2.1180 -0.1094
H -2.2648 -0.3964 -0.3152
H -0.4202 -2.2442 -0.7843
H -0.4531 -0.6794 -1.4452
H -0.9696 -2.2329 -2.3987

Results
* spin multiplicity: 1
* SMILES: CC.CC

---

Model C:
DFT (ωB97M-V/def2-TZVPD) results for a cluster of 2 separate species, C4H12 in total.

Atoms and positions in Å:
C 1.3668 -1.6622 -2.1821
C 0.8983 -0.3728 -1.4728
H 2.0969 -1.4257 -2.9560
H 1.7931 -2.4120 -1.5201
H 0.5386 -2.1177 -2.7251
H 1.5462 0.4167 -1.8432
H 0.9845 -0.4517 -0.3931
H -0.1509 -0.1277 -1.6252
C -0.4744 0.9891 1.4641
C -1.8099 1.0198 2.1903
H 0.0847 1.9016 1.6918
H 0.2397 0.2478 1.8334
H -0.6499 0.8489 0.4046
H -2.4116 0.1307 2.0138
H -2.3975 1.8758 1.8583
H -1.6545 1.1393 3.2613

Results
* spin multiplicity: 1
* SMILES: CC.CC

---

Model D:
DFT (ωB97M-V/def2-TZVPD) results for a cluster of 2 separate species, C4H12 in total.

Atoms and positions in Å:
C 0.6922 -1.9178 0.0228
C -0.8396 -1.6802 0.0858
H 1.1847 -1.0910 0.5415
H 1.0398 -2.7656 0.6229
H 1.1005 -2.0581 -0.9792
H -1.2145 -1.3528 -0.8720
H -1.1222 -1.2189 1.0156
H -1.2298 -2.7070 -0.0752
C 0.7929 2.0114 -0.0969
C -0.6519 1.6356 0.0226
H 1.2471 2.5127 0.7886
H 1.4789 1.1590 -0.0956
H 1.0450 2.6973 -0.9115
H -1.2553 2.5423 0.0765
H -0.9740 0.7916 0.6253
H -1.0544 1.1633 -0.8856

Results
* spin multiplicity: 1
* SMILES: CC.CC

---

Least stable of them? model D.

---

Model A:
DFT (ωB97M-V/def2-TZVPD) results for a cluster of 2 separate species, C4H12 in total.

Atoms and positions in Å:
C -0.0162 -0.4602 2.6977
C 0.7828 -1.1319 1.6381
H -0.6702 -1.0716 3.3086
H 0.5344 -0.1339 3.5503
H -0.6402 0.4052 2.3619
H 0.4585 -0.6556 0.6846
H 0.7258 -2.2297 1.4675
H 1.8724 -1.0120 1.6644
C -0.1806 1.1999 -2.7505
C -0.6179 0.3088 -1.6057
H -0.3469 0.7788 -3.7522
H -0.6895 2.2024 -2.5406
H 0.7651 1.5404 -2.4103
H -1.6691 0.0669 -1.8281
H 0.0195 -0.6011 -1.8205
H -0.3280 0.7937 -0.6652

Results
* spin multiplicity: 1
* SMILES: CC.CC

---

Model B:
DFT (ωB97M-V/def2-TZVPD) results for a cluster of 2 separate species, C4H12 in total.

Atoms and positions in Å:
C -1.5055 0.0199 -0.5209
C -2.5580 -0.9263 -1.1109
H -1.7522 1.0309 -0.7796
H -1.2480 -0.2174 0.4873
H -0.5203 -0.1480 -0.9936
H -2.3185 -1.9104 -1.5143
H -3.2376 -0.5094 -1.8857
H -3.2933 -1.0865 -0.2787
C 2.7522 0.1866 0.8889
C 1.3287 0.7246 0.7326
H 3.0841 -0.3471 -0.0108
H 3.4382 1.0166 0.9926
H 2.7746 -0.4882 1.7548
H 1.2585 1.5547 0.0197
H 0.8876 1.0691 1.6574
H 0.6914 -0.1100 0.4900

Results
* spin multiplicity: 1
* SMILES: CC.CC

---

Least stable of them? model A.

---

Model A:
DFT (ωB97M-V/def2-TZVPD) results for a cluster of 2 separate species, C4H12 in total.

Atoms and positions in Å:
C -1.7241 -1.1268 0.8072
C -2.2130 -0.8032 -0.6896
H -2.4156 -0.9172 1.5638
H -1.1107 -2.0444 0.8726
H -1.1373 -0.2341 0.9087
H -2.8339 -1.5686 -1.1480
H -1.3492 -0.5541 -1.3240
H -2.8485 0.0574 -0.6511
C 2.4910 1.3494 -0.3527
C 1.4143 0.4682 0.2132
H 2.8901 2.1010 0.3213
H 3.3429 0.7242 -0.7486
H 1.9634 1.9466 -1.0872
H 0.7855 0.2774 -0.6206
H 1.8772 -0.5187 0.7481
H 0.8679 0.8429 1.1869

Results
* spin multiplicity: 1
* SMILES: CC.CC

---

Model B:
DFT (ωB97M-V/def2-TZVPD) results for a cluster of 2 separate species, C4H12 in total.

Atoms and positions in Å:
C 1.7981 0.7732 0.0631
C 1.4796 0.3704 1.5673
H 2.1713 0.0865 -0.7172
H 0.7969 1.2159 -0.3035
H 2.5681 1.5098 -0.0247
H 0.6107 -0.2363 1.6408
H 2.3416 -0.1905 2.0172
H 1.3049 1.2585 2.1799
C -1.9419 -0.3092 -1.4681
C -1.3842 -0.7680 -0.1300
H -1.5272 -1.1021 -2.0982
H -3.0615 -0.2582 -1.4830
H -1.5058 0.5404 -1.9538
H -1.6858 -1.8805 0.1547
H -1.6982 -0.1007 0.6972
H -0.2664 -0.9090 -0.1419

Results
* spin multiplicity: 1
* SMILES: CC.CC

---

Least stable of them? model A.

---

Model A:
DFT (ωB97M-V/def2-TZVPD) results for a cluster of 2 separate species, C4H12 in total.

Atoms and positions in Å:
C 1.0811 0.2506 1.9383
C 2.2098 0.2408 0.9320
H 1.2967 1.0303 2.7358
H 0.1389 0.5280 1.4145
H 1.0121 -0.7878 2.4219
H 1.9445 -0.2179 -0.0462
H 3.1153 -0.2117 1.3882
H 2.3721 1.2958 0.8210
C -1.8758 -0.2884 -2.1680
C -1.4519 -0.2076 -0.6867
H -2.9177 -0.1431 -2.3734
H -1.3963 0.4931 -2.7752
H -1.6562 -1.3184 -2.5655
H -1.4870 -1.3579 -0.1645
H -2.0719 0.5618 -0.1815
H -0.3138 0.1325 -0.6907

Results
* spin multiplicity: 1
* SMILES: CC.CC

---

Model B:
DFT (ωB97M-V/def2-TZVPD) results for a cluster of 2 separate species, C4H12 in total.

Atoms and positions in Å:
C -2.3192 -1.6639 -0.6223
C -0.9350 -1.3025 -0.5737
H -2.9337 -0.7205 -0.8316
H -2.4024 -2.2961 -1.5616
H -2.6417 -2.1973 0.3093
H -0.5542 -0.9501 -1.5295
H -0.7429 -0.4884 0.1366
H -0.3751 -2.2277 -0.2274
C 1.3702 1.5912 1.2811
C 1.8229 1.2735 -0.1514
H 0.3134 1.9399 1.3112
H 1.6527 0.9155 2.1321
H 1.9886 2.5065 1.7275
H 1.2407 0.4563 -0.5678
H 1.5929 2.2161 -0.6368
H 2.9230 0.9476 -0.1956

Results
* spin multiplicity: 1
* SMILES: CC.CC

---

Model C:
DFT (ωB97M-V/def2-TZVPD) results for a cluster of 2 separate species, C4H12 in total.

Atoms and positions in Å:
C -1.0653 1.7351 1.0589
C -1.7561 2.7649 0.1382
H -0.7587 2.2044 1.9806
H -1.8420 0.9683 1.2269
H -0.2367 1.2644 0.5445
H -1.9161 2.4382 -0.8796
H -2.7951 2.8763 0.4635
H -1.1856 3.7068 0.1178
C 0.7471 -2.5991 -0.6715
C 2.0618 -1.8814 -0.5156
H 0.4743 -3.3756 0.0226
H 0.0044 -1.7979 -0.5935
H 0.7487 -3.1194 -1.6505
H 2.4144 -1.2592 -1.3548
H 2.9008 -2.6070 -0.5438
H 2.2902 -1.3736 0.4122

Results
* spin multiplicity: 1
* SMILES: CC.CC

---

Model D:
DFT (ωB97M-V/def2-TZVPD) results for a cluster of 2 separate species, C4H12 in total.

Atoms and positions in Å:
C -2.5481 -1.2800 -1.8200
C -1.2922 -1.4527 -0.9522
H -2.2876 -1.3575 -2.8762
H -3.2943 -2.0433 -1.5646
H -3.0118 -0.3117 -1.6289
H -0.5458 -0.7094 -1.2527
H -1.5091 -1.3000 0.1020
H -0.8335 -2.4266 -1.1206
C 1.2630 1.7062 1.5798
C 2.5685 0.9813 1.1863
H 1.0151 1.5556 2.6325
H 1.3440 2.7874 1.4502
H 0.4609 1.3774 0.9274
H 3.4355 1.5076 1.6014
H 2.6673 0.9778 0.1067
H 2.5679 -0.0121 1.6289

Results
* spin multiplicity: 1
* SMILES: CC.CC

---

Least stable of them? model A.